1.
This record from the OMol25 dataset describes FMgNO4S2 as an isolated structure at a distorted geometry. The level of theory is ωB97M-V with the def2-TZVPD basis set.

Summary:
M   185.4 g mol⁻¹
Total charge   +2
HOMO   -20.9 eV
Electronic energy   -39490.16476 eV
Orbital gap   8.34 eV
Spin multiplicity   1

Positions of all 9 atoms, in Å:
Mg  1.650  1.860  -0.590
F  1.520  0.184  0.488
N  -0.888  -0.765  0.091
S  0.439  -1.064  1.013
O  0.180  -0.707  2.365
O  1.078  -2.246  0.548
S  -1.232  0.339  -0.869
O  -2.433  0.222  -1.622
O  -0.267  1.387  -1.177

Atom charges from the natural (NBO) analysis, given in e for atoms 1 to 4: 1.954, -0.677, -1.010, 2.434

***

2.
This record from the OMol25 dataset describes one molecule with the formula C8H14N4 at a distorted geometry. The level of theory is ωB97M-V with the def2-TZVPD basis set.

Summary:
SMILES string   C1CN=C(C2=NCCCN2)NC1
M   166.2 g mol⁻¹
Energy above the lowest of the compared OMol25 structures with the same formula, charge and spin   2.5258 eV
HOMO   -8.3 eV
Electronic energy   -14482.45208 eV
Orbital gap   9.29 eV
Spin multiplicity   1

Positions of all 26 atoms, in Å:
C  -0.430  -2.986  1.547
C  -1.262  -2.807  0.313
C  -0.019  -0.734  0.187
C  1.017  -2.553  1.133
C  0.054  0.633  -0.207
C  -1.078  2.495  -1.056
C  0.338  3.119  -1.501
C  1.423  2.660  -0.515
H  -0.902  -2.345  2.317
H  -0.382  -4.017  2.034
H  -1.032  -3.562  -0.479
H  -2.322  -2.846  0.637
H  -1.990  -0.893  -0.520
H  1.595  -2.654  2.029
H  1.418  -3.219  0.405
H  -1.686  2.784  -1.916
H  -1.378  3.064  -0.106
H  0.542  2.781  -2.579
H  0.179  4.284  -1.500
H  2.367  2.748  -1.007
H  1.542  3.373  0.434
H  1.925  0.888  0.573
N  -1.160  -1.396  -0.104
N  1.073  -1.218  0.669
N  -1.050  1.043  -0.823
N  1.218  1.358  0.035

Atom charges from the natural (NBO) analysis, given in e for atoms 1 to 4: -0.431, -0.221, 0.365, -0.239

***

3.
This record from the OMol25 dataset describes a 2-piece molecular cluster, C9H12NO2P2 overall at a distorted geometry. The level of theory is ωB97M-V with the def2-TZVPD basis set.

Summary:
M   228.1 g mol⁻¹
Total charge   +1
Energy above the lowest of the compared OMol25 structures with the same formula, charge and spin   2.0259 eV
HOMO (alpha / beta)   -12.4 / -11.8 eV
Electronic energy   -33678.70170 eV
Orbital gap (alpha / beta)   7.64 / 7.06 eV
Spin multiplicity   1

Positions of all 26 atoms, in Å:
C  3.869  0.543  -0.660
C  2.868  1.353  -1.207
C  3.483  -0.642  0.058
C  1.502  0.935  -1.162
C  2.183  -1.079  0.021
C  1.227  -0.338  -0.620
C  -0.492  0.434  1.625
C  -0.179  -0.802  -0.670
C  -2.340  -0.841  0.748
N  -0.875  -0.721  0.699
O  -6.544  -0.264  0.594
O  -4.689  1.147  -0.433
P  -6.430  0.785  -0.351
P  -3.174  1.384  -0.182
H  4.880  0.817  -0.636
H  3.049  2.306  -1.557
H  4.286  -1.200  0.617
H  0.749  1.534  -1.658
H  2.025  -2.151  0.445
H  -0.841  1.404  1.205
H  -1.038  0.280  2.529
H  0.558  0.454  1.930
H  -0.749  -0.484  -1.530
H  -0.092  -1.831  -0.950
H  -2.786  -1.569  0.091
H  -0.451  -1.451  1.053

Atom charges from the natural (NBO) analysis, given in e for atoms 1 to 4: -0.179, -0.181, -0.167, -0.193

***

Copy entry 3 word for word.
This record from the OMol25 dataset describes a 2-piece molecular cluster, C9H12NO2P2 overall at a distorted geometry. The level of theory is ωB97M-V with the def2-TZVPD basis set.

Summary:
M   228.1 g mol⁻¹
Total charge   +1
Energy above the lowest of the compared OMol25 structures with the same formula, charge and spin   2.0259 eV
HOMO (alpha / beta)   -12.4 / -11.8 eV
Electronic energy   -33678.70170 eV
Orbital gap (alpha / beta)   7.64 / 7.06 eV
Spin multiplicity   1

Positions of all 26 atoms, in Å:
C  3.869  0.543  -0.660
C  2.868  1.353  -1.207
C  3.483  -0.642  0.058
C  1.502  0.935  -1.162
C  2.183  -1.079  0.021
C  1.227  -0.338  -0.620
C  -0.492  0.434  1.625
C  -0.179  -0.802  -0.670
C  -2.340  -0.841  0.748
N  -0.875  -0.721  0.699
O  -6.544  -0.264  0.594
O  -4.689  1.147  -0.433
P  -6.430  0.785  -0.351
P  -3.174  1.384  -0.182
H  4.880  0.817  -0.636
H  3.049  2.306  -1.557
H  4.286  -1.200  0.617
H  0.749  1.534  -1.658
H  2.025  -2.151  0.445
H  -0.841  1.404  1.205
H  -1.038  0.280  2.529
H  0.558  0.454  1.930
H  -0.749  -0.484  -1.530
H  -0.092  -1.831  -0.950
H  -2.786  -1.569  0.091
H  -0.451  -1.451  1.053

Atom charges from the natural (NBO) analysis, given in e for atoms 1 to 4: -0.179, -0.181, -0.167, -0.193